Record 1
{"formula": "C32H30AsN3O2V", "method": "ωB97M-V with the def2-TZVPD basis set", "elements": ["N", "C", "C", "H", "H", "H", "N", "C", "C", "H", "H", "H", "N", "C", "C", "H", "H", "H", "V", "C", "O", "C", "O", "C", "C", "C", "C", "C", "C", "H", "H", "H", "H", "H", "H", "C", "C", "C", "C", "C", "C", "As", "C", "C", "C", "C", "C", "C", "C", "C", "C", "C", "C", "C", "H", "H", "H", "H", "H", "H", "H", "H", "H", "H", "H", "H", "H", "H", "H"], "coordinates": [[0.79078, 1.47540, -1.70504], [0.79688, 2.64485, -1.81710], [0.84054, 4.06919, -1.68415], [-0.17832, 4.48165, -1.77542], [1.47111, 4.49566, -2.48167], [1.25893, 4.34857, -0.70230], [2.20922, -1.31805, -1.82303], [3.13486, -1.94244, -2.16943], [4.31622, -2.73580, -2.34542], [4.96244, -2.27461, -3.10965], [4.03540, -3.74706, -2.68114], [4.86307, -2.80141, -1.39130], [-0.88972, -1.21779, -1.72254], [-1.91389, -1.74955, -1.87998], [-3.18087, -2.41938, -1.81510], [-3.18387, -3.11752, -0.95857], [-3.35639, -2.97950, -2.75134], [-3.98303, -1.67224, -1.68323], [0.61438, -0.27792, -3.29715], [0.48713, -2.37421, 0.33135], [0.40696, -3.39531, -0.17123], [2.43595, 0.79537, 0.33736], [3.39919, 1.01076, -0.24569], [1.29328, 0.96727, -4.69849], [-0.11255, 1.03467, -4.61072], [-0.87831, -0.14837, -4.61471], [-0.23730, -1.40111, -4.70744], [1.16542, -1.46831, -4.80235], [1.93206, -0.28444, -4.79475], [1.88982, 1.87751, -4.65217], [-0.60386, 1.99946, -4.49523], [-1.96033, -0.09799, -4.49696], [-0.82219, -2.31968, -4.66718], [1.66343, -2.43603, -4.82787], [3.01851, -0.34074, -4.81571], [-0.99316, 4.45286, 3.12414], [0.24044, 4.16581, 2.52814], [0.45151, 2.92698, 1.90905], [-0.56561, 1.96530, 1.91190], [-1.80450, 2.25783, 2.49822], [-2.02101, 3.50710, 3.09382], [-0.08905, 0.18281, 1.15250], [0.86354, -0.40332, 2.79378], [2.03817, -1.14561, 2.64527], [2.78754, -1.49039, 3.77544], [2.37353, -1.06490, 5.04196], [1.19994, -0.31536, 5.18496], [0.43504, 0.01276, 4.05802], [-1.83183, -0.69234, 1.51053], [-1.89527, -1.84264, 2.29598], [-3.13303, -2.47370, 2.48223], [-4.28363, -1.95482, 1.88244], [-4.20725, -0.81762, 1.07027], [-2.97095, -0.20074, 0.85831], [-1.15616, 5.41633, 3.61070], [1.04808, 4.90073, 2.54997], [1.41010, 2.69250, 1.43638], [-2.59965, 1.51554, 2.50536], [-2.99358, 3.72272, 3.54140], [2.36411, -1.45421, 1.64438], [3.69696, -2.08488, 3.65619], [2.96922, -1.32102, 5.92029], [0.87282, 0.02260, 6.16995], [-0.47596, 0.60647, 4.15259], [-0.98644, -2.22575, 2.76801], [-3.18563, -3.37188, 3.10202], [-5.24764, -2.44318, 2.03941], [-5.10446, -0.40650, 0.59795], [-2.89112, 0.67961, 0.21380]], "forces_ev_per_a": [[-0.44, 2.09, -1.54], [0.08, -2.90, 1.34], [-0.10, 1.00, -0.42], [0.36, -0.09, 0.02], [-0.18, -0.02, 0.29], [-0.10, -0.20, -0.37], [0.75, -0.57, -1.86], [-1.48, 1.01, 1.68], [0.57, -0.46, -0.61], [-0.09, -0.18, 0.29], [0.15, 0.28, 0.14], [-0.19, 0.06, -0.29], [-1.03, -0.13, -1.66], [1.55, 0.76, 1.25], [-0.79, -0.35, -0.40], [0.07, 0.24, -0.38], [-0.02, 0.13, 0.42], [0.31, -0.34, -0.10], [1.07, -0.53, 9.90], [0.06, -2.52, -1.35], [0.21, 2.14, 1.29], [3.03, 0.66, -1.99], [-2.59, -0.60, 1.85], [0.15, 1.43, -0.81], [-1.24, 1.02, -2.44], [-1.37, 1.55, -1.04], [0.15, -1.76, -0.95], [0.45, -1.00, -2.58], [1.06, -0.88, -1.31], [-0.13, -0.27, 0.08], [0.05, -0.28, -0.03], [0.32, 0.08, 0.00], [0.24, 0.23, 0.05], [-0.19, 0.18, 0.01], [-0.23, 0.06, 0.08], [0.04, 0.14, -0.04], [0.80, -0.70, -0.22], [0.40, 1.23, 0.15], [0.87, -0.87, -1.18], [-1.39, 0.75, -0.03], [-0.06, -1.07, -0.13], [-2.62, 0.51, 5.01], [1.34, -0.55, -0.90], [0.15, 0.02, 0.28], [-0.10, -0.11, -0.51], [-0.24, 0.10, 0.10], [-0.12, -0.27, -0.37], [-0.10, 0.73, 0.29], [0.38, 0.09, -1.17], [-0.01, -0.69, -0.03], [0.74, 0.14, 0.24], [-0.20, 0.18, -0.19], [0.13, 0.40, 0.07], [-0.40, 0.02, -0.23], [0.04, -0.20, -0.23], [-0.27, -0.22, 0.05], [-0.30, 0.33, 0.17], [0.20, 0.31, 0.09], [0.36, -0.11, 0.00], [0.07, 0.07, 0.52], [-0.33, 0.21, 0.11], [-0.16, 0.15, -0.26], [0.06, -0.14, -0.30], [0.31, -0.21, 0.16], [-0.44, -0.04, -0.10], [-0.03, 0.36, -0.10], [0.29, 0.09, -0.08], [0.29, -0.17, 0.22], [-0.13, -0.30, 0.07]], "spin_multiplicity": 2, "lumo_ev": [-15.39, -15.39], "total_charge": 4, "e_tot_ev": -128715.076, "s_squared": 0.756}

Record 2
{"formula": "C32H30BaBrN6", "method": "ωB97M-V with the def2-TZVPD basis set", "elements": ["Ba", "C", "C", "C", "C", "N", "C", "C", "C", "C", "C", "C", "N", "C", "C", "C", "C", "C", "N", "H", "H", "H", "H", "H", "H", "H", "H", "H", "H", "H", "Br", "C", "C", "C", "C", "C", "C", "C", "C", "C", "C", "H", "H", "H", "H", "H", "H", "C", "C", "N", "C", "N", "C", "C", "C", "N", "C", "H", "H", "H", "H", "H", "H", "H", "H", "H", "H", "H", "H", "H"], "coordinates": [[-1.15505, 0.38142, 1.28753], [-0.87049, 5.10061, 2.15907], [0.44534, 5.21503, 2.56824], [1.13722, 4.08094, 2.96198], [0.49809, 2.85132, 2.93261], [-0.77549, 2.73447, 2.51155], [-1.43676, 3.83890, 2.14755], [1.18703, 1.58560, 3.38399], [2.38734, 1.61027, 4.07490], [2.94192, 0.41080, 4.48605], [2.30488, -0.78226, 4.19221], [1.11496, -0.73918, 3.48153], [0.57143, 0.42580, 3.10346], [0.36090, -1.99510, 3.12737], [1.00212, -3.22145, 3.06541], [0.24751, -4.35946, 2.82379], [-1.11804, -4.23963, 2.64606], [-1.67372, -2.97111, 2.67105], [-0.95825, -1.86549, 2.89462], [-1.44888, 5.96202, 1.85504], [0.93394, 6.18050, 2.58670], [2.16638, 4.16609, 3.27985], [-2.46756, 3.70217, 1.83789], [2.87315, 2.54215, 4.32472], [3.86569, 0.40914, 5.05122], [2.71164, -1.72166, 4.53827], [2.07285, -3.29454, 3.19908], [0.72629, -5.32881, 2.77801], [-1.74508, -5.10292, 2.46651], [-2.73292, -2.83095, 2.49281], [-2.88456, 2.18161, -0.87466], [-3.51791, 0.79723, -2.06717], [-4.24938, 1.24961, -3.12136], [-4.72219, 0.31754, -4.07355], [-4.42677, -1.00492, -3.92936], [-3.65675, -1.46758, -2.83207], [-3.32094, -2.84423, -2.72271], [-2.54437, -3.28054, -1.69391], [-2.09321, -2.35355, -0.71556], [-2.39551, -1.00656, -0.71254], [-3.18255, -0.56897, -1.83442], [-4.46580, 2.30349, -3.23065], [-5.31156, 0.66702, -4.91179], [-4.77218, -1.72757, -4.66066], [-3.68414, -3.53106, -3.47933], [-2.27114, -4.32857, -1.62688], [-1.46510, -2.76841, 0.07628], [0.94223, 0.70489, -4.27559], [-0.14223, -0.00632, -3.49838], [0.05833, 0.29173, -2.08679], [1.28985, 0.28414, -1.49057], [1.33018, 0.28808, -0.17570], [2.65181, 0.37994, 0.43609], [3.71152, -0.33650, -0.37533], [3.72843, 0.26123, -1.76189], [2.37701, 0.32226, -2.30926], [2.28597, 0.23493, -3.76826], [0.84285, 1.78280, -4.12492], [0.86075, 0.50005, -5.34267], [-0.10818, -1.08439, -3.69192], [-1.13275, 0.34568, -3.78140], [-0.67670, -0.04908, -1.47310], [2.60939, -0.04736, 1.43907], [2.95158, 1.43060, 0.56266], [3.46204, -1.39980, -0.43420], [4.69767, -0.24325, 0.08160], [4.33297, -0.34317, -2.43953], [4.16893, 1.26287, -1.74165], [2.46380, -0.79905, -4.08303], [3.09215, 0.84054, -4.18398]], "forces_ev_per_a": [[-1.06, -0.22, -1.58], [0.00, 0.04, 0.02], [0.04, 0.07, 0.00], [0.11, 0.04, 0.02], [-0.13, -0.29, 0.04], [0.23, 0.67, 0.38], [0.13, -0.22, 0.06], [-0.33, -0.04, -0.17], [0.12, 0.05, 0.09], [0.07, -0.03, 0.05], [0.10, -0.03, 0.05], [-0.26, 0.05, -0.10], [1.18, 0.07, 1.32], [-0.05, 0.31, 0.10], [0.05, -0.06, 0.05], [0.03, -0.06, -0.01], [-0.02, -0.06, -0.01], [0.12, 0.20, 0.05], [0.22, -0.31, 0.26], [0.02, -0.02, 0.01], [0.00, -0.02, 0.00], [-0.03, 0.00, -0.02], [0.03, -0.03, -0.02], [-0.01, -0.03, -0.01], [-0.03, -0.01, -0.02], [0.01, 0.03, -0.01], [-0.04, 0.00, -0.01], [-0.01, 0.01, 0.00], [0.03, 0.04, 0.01], [0.00, 0.03, -0.02], [-0.08, -0.15, -0.01], [0.04, -0.04, 0.05], [-0.08, -0.10, -0.14], [0.01, 0.09, 0.05], [0.02, -0.04, 0.01], [0.00, -0.11, -0.03], [-0.06, 0.07, -0.06], [0.05, 0.12, 0.10], [-0.08, -0.11, -0.02], [-0.19, -0.05, -0.57], [-0.04, 0.07, 0.04], [0.00, -0.02, -0.02], [0.02, -0.01, 0.03], [0.00, 0.03, 0.03], [0.01, 0.03, 0.01], [0.00, 0.04, 0.02], [0.02, 0.02, -0.05], [-0.03, 0.10, -0.04], [0.08, 0.03, 0.13], [0.10, -0.09, 0.07], [0.00, 0.04, 0.00], [-0.10, 0.04, -0.06], [-0.09, 0.04, 0.00], [0.03, -0.10, 0.00], [-0.06, -0.02, -0.12], [-0.02, 0.02, 0.05], [0.05, 0.00, 0.14], [0.00, -0.02, -0.03], [-0.01, -0.01, 0.00], [0.00, -0.04, 0.01], [-0.04, 0.02, 0.02], [-0.12, -0.07, -0.14], [-0.03, -0.01, 0.01], [-0.03, 0.02, -0.01], [0.02, 0.01, 0.00], [-0.01, 0.00, 0.01], [0.02, -0.03, -0.02], [0.00, 0.04, -0.01], [0.03, -0.05, 0.00], [0.01, 0.05, -0.01]], "lumo_ev": -3.16, "total_charge": 1, "e_tot_ev": -113345.108}

Record 3
{"formula": "C32H30BeO4P2S2Se2", "method": "ωB97M-V with the def2-TZVPD basis set", "elements": ["Be", "Se", "P", "Se", "C", "C", "C", "C", "C", "C", "C", "C", "C", "C", "C", "C", "H", "H", "H", "H", "H", "H", "H", "H", "H", "H", "O", "S", "O", "O", "C", "C", "C", "C", "C", "C", "P", "C", "C", "C", "C", "C", "C", "C", "C", "C", "C", "C", "C", "H", "H", "H", "H", "H", "H", "H", "H", "H", "H", "H", "H", "H", "H", "C", "S", "C", "O", "H", "H", "H", "H", "H", "H"], "coordinates": [[-0.58248, 0.71084, -1.61187], [-0.77820, 0.87074, 2.03069], [-1.79231, -0.82496, 1.26320], [-1.87940, -1.02099, -0.92613], [-3.51447, -0.91068, 1.87610], [-4.55239, -1.43101, 1.11145], [-5.83487, -1.51307, 1.63928], [-6.08428, -1.08061, 2.93232], [-5.04885, -0.56357, 3.70084], [-3.76991, -0.47590, 3.17571], [-1.07555, -2.38568, 1.88733], [-0.21234, -2.37331, 2.97513], [0.29591, -3.56602, 3.47217], [-0.05489, -4.77114, 2.88394], [-0.91527, -4.78576, 1.79256], [-1.42465, -3.59740, 1.29458], [-4.36021, -1.76582, 0.09974], [-6.63792, -1.91658, 1.03576], [-7.08420, -1.14370, 3.34225], [-5.23951, -0.22257, 4.71033], [-2.96377, -0.05335, 3.76301], [0.06836, -1.42506, 3.41639], [0.97364, -3.54937, 4.31614], [0.34445, -5.70051, 3.27001], [-1.18681, -5.72392, 1.32570], [-2.08081, -3.61052, 0.43270], [0.22999, -0.41318, -5.28103], [0.53737, -0.30577, -3.88625], [0.72471, -1.50708, -3.11593], [-0.47891, 0.59999, -3.20578], [2.06445, 0.60286, -3.74588], [2.79593, 0.81221, -4.90481], [4.02139, 1.45698, -4.83976], [4.50778, 1.89582, -3.61841], [3.76810, 1.69350, -2.46336], [2.53936, 1.03914, -2.50489], [1.56917, 0.76557, -0.97137], [1.96717, 2.24916, 0.00234], [1.80151, 3.49377, -0.60336], [2.00195, 4.65851, 0.11915], [2.36489, 4.59155, 1.45785], [2.51975, 3.35670, 2.06907], [2.31789, 2.18854, 1.34701], [2.39385, -0.63806, -0.17403], [1.71810, -1.85090, -0.10064], [2.32901, -2.95302, 0.48199], [3.61556, -2.84895, 0.98453], [4.30232, -1.64260, 0.89859], [3.69557, -0.54191, 0.31917], [2.39125, 0.46560, -5.84543], [4.59233, 1.61874, -5.74465], [5.46245, 2.40256, -3.56124], [4.14536, 2.06381, -1.51866], [1.51253, 3.55323, -1.64612], [1.87234, 5.61897, -0.36291], [2.52220, 5.50109, 2.02322], [2.79118, 3.29706, 3.11516], [2.41528, 1.23053, 1.83947], [0.72187, -1.93857, -0.51305], [1.78887, -3.88895, 0.54510], [4.08993, -3.70802, 1.44214], [5.31096, -1.56126, 1.28287], [4.23540, 0.39528, 0.25749], [-3.55358, 2.16846, -0.16099], [-2.48926, 2.83012, -1.43352], [-3.23091, 2.03931, -2.85223], [-1.12302, 2.18456, -1.22360], [-3.64729, 1.09193, -0.29503], [-4.51935, 2.66771, -0.24006], [-3.07683, 2.38749, 0.79340], [-4.21323, 2.49773, -2.97356], [-3.31035, 0.96652, -2.68422], [-2.60439, 2.24324, -3.71706]], "forces_ev_per_a": [[-0.01, -0.10, 0.09], [0.04, 0.01, 0.00], [-0.02, -0.04, -0.01], [0.04, 0.00, -0.04], [0.03, 0.04, 0.07], [-0.01, -0.03, -0.01], [0.02, -0.01, -0.03], [0.01, 0.01, 0.02], [-0.02, -0.01, -0.01], [-0.01, 0.01, -0.02], [-0.01, -0.01, -0.02], [0.00, 0.01, 0.01], [0.00, 0.01, 0.00], [0.00, 0.00, 0.00], [0.00, -0.01, 0.00], [0.00, 0.00, 0.00], [-0.01, 0.01, -0.01], [0.00, 0.00, 0.00], [0.00, 0.00, 0.00], [0.00, 0.00, 0.00], [0.00, 0.00, -0.01], [0.00, 0.00, 0.00], [0.00, 0.00, 0.00], [0.00, 0.00, 0.00], [0.00, 0.00, 0.00], [0.01, 0.00, 0.00], [-0.01, -0.01, 0.04], [0.00, 0.05, -0.07], [0.00, -0.02, 0.02], [0.01, 0.01, -0.02], [0.00, 0.03, 0.04], [-0.02, -0.01, 0.00], [0.01, 0.01, 0.00], [0.01, 0.00, 0.00], [-0.02, -0.01, -0.01], [0.02, 0.02, -0.03], [-0.03, -0.01, 0.05], [0.03, -0.03, 0.02], [-0.01, 0.02, 0.00], [0.00, 0.00, -0.01], [0.00, -0.01, 0.01], [0.00, 0.01, 0.00], [0.00, 0.00, 0.00], [0.00, 0.00, 0.01], [0.00, 0.00, 0.00], [0.00, 0.01, 0.01], [0.00, 0.01, 0.00], [0.00, -0.01, 0.00], [0.00, 0.01, -0.02], [0.00, 0.00, 0.00], [0.00, 0.00, 0.00], [0.00, 0.00, 0.00], [0.00, 0.00, 0.00], [0.00, 0.00, 0.00], [0.00, 0.00, 0.00], [0.00, 0.00, 0.00], [0.00, 0.00, 0.00], [0.00, 0.00, -0.01], [0.01, 0.00, 0.00], [0.00, 0.00, 0.00], [0.00, 0.00, 0.00], [0.00, 0.00, 0.00], [0.00, 0.00, 0.00], [0.00, -0.02, -0.03], [-0.03, 0.04, 0.06], [-0.04, 0.04, 0.01], [0.04, -0.03, -0.10], [-0.02, 0.02, 0.04], [0.01, 0.04, -0.02], [-0.01, 0.00, 0.00], [0.00, -0.04, -0.05], [0.01, 0.00, 0.02], [0.02, 0.01, 0.00]], "relative_energy_kcal_mol": 0.00, "lumo_ev": 0.27, "e_tot_ev": -213208.508}